(1)
67
Properties=species:S:1:pos:R:3:lowdin_charge:R:1 method="wB97M-V/def2-TZVPD" charge=+1 multiplicity=1 e_tot_ev=-41528.44139 fmax_ev_per_a=1.90
C -0.339 3.408 2.188 -0.02
C -0.202 3.137 0.698 -0.34
C -0.746 4.246 -0.176 -0.04
N -1.026 1.959 0.349 0.01
N -2.300 2.186 0.063 0.18
N -2.853 0.976 -0.017 0.02
C -4.310 0.937 -0.307 -0.33
C -4.481 1.593 -1.658 -0.04
C -5.005 1.722 0.786 -0.03
C -1.941 -0.010 0.215 -0.09
C -2.345 -1.427 0.226 -0.17
C -3.007 -1.920 1.371 -0.03
C -3.539 -3.208 1.376 -0.06
C -3.400 -4.025 0.247 -0.06
C -2.721 -3.556 -0.885 -0.06
C -2.180 -2.268 -0.896 -0.02
C -0.755 0.631 0.439 -0.11
C 0.612 0.089 0.691 -0.06
H 0.194 4.330 2.456 0.10
H -1.400 3.525 2.450 0.09
H 0.077 2.578 2.773 0.09
H 0.826 2.885 0.427 0.14
H -0.262 5.197 0.072 0.10
H -0.553 4.028 -1.234 0.09
H -1.829 4.328 -0.036 0.08
H -4.606 -0.111 -0.315 0.15
H -5.540 1.732 -1.894 0.10
H -3.984 2.568 -1.630 0.08
H -4.017 0.986 -2.442 0.09
H -6.045 1.926 0.516 0.10
H -5.000 1.168 1.730 0.09
H -4.480 2.673 0.918 0.08
H -3.095 -1.265 2.240 0.12
H -4.062 -3.572 2.262 0.12
H -3.802 -5.039 0.259 0.12
H -2.608 -4.194 -1.765 0.12
H -1.651 -1.875 -1.769 0.10
H 0.499 -0.710 1.450 0.14
H 1.239 0.872 1.159 0.13
F 3.788 2.811 -3.213 0.05
C 2.634 2.089 -3.008 -0.23
C 1.585 2.230 -3.909 0.00
C 0.440 1.454 -3.688 -0.06
C 0.376 0.569 -2.612 -0.05
C 1.433 0.464 -1.701 -0.17
C 1.339 -0.505 -0.509 -0.25
C 2.691 -1.059 -0.091 -0.04
C 2.806 -2.097 0.763 -0.04
C 4.064 -2.606 1.266 -0.22
C 5.264 -1.883 1.066 0.05
C 6.442 -2.373 1.615 -0.24
F 7.591 -1.636 1.459 0.04
C 6.507 -3.557 2.347 0.00
C 5.324 -4.299 2.500 -0.07
C 4.122 -3.833 1.973 -0.04
C 2.577 1.248 -1.895 0.04
H 1.681 2.899 -4.765 0.13
H -0.414 1.553 -4.358 0.11
H -0.503 -0.064 -2.485 0.09
H 0.731 -1.368 -0.828 0.14
H 3.574 -0.654 -0.585 0.09
H 1.903 -2.622 1.087 0.12
H 5.250 -0.939 0.526 0.12
H 7.449 -3.880 2.784 0.12
H 5.353 -5.246 3.042 0.11
H 3.203 -4.414 2.092 0.11
H 3.428 1.214 -1.211 0.13


(2)
24
Properties=species:S:1:pos:R:3:lowdin_charge:R:1 method="wB97M-V/def2-TZVPD" charge=+1 multiplicity=1 e_tot_ev=-9908.90776 relative_energy_kcal_mol=18.64 fmax_ev_per_a=1.98
C 2.076 -0.654 -0.470 -0.02
C 0.257 -0.228 -2.040 -0.44
N 1.162 -1.053 -1.547 0.06
N 0.345 1.086 -1.789 0.21
N -0.585 -0.709 -2.971 0.21
H 1.067 -2.053 -1.631 0.16
H 0.623 1.343 -0.858 0.06
H -0.461 1.604 -2.112 0.14
H -0.325 -1.585 -3.391 0.13
H -1.098 0.001 -3.466 0.13
H 2.615 0.239 -0.793 0.10
H 2.873 -1.371 -0.323 0.10
H 1.513 -0.533 0.451 0.08
C -0.758 0.603 2.416 -0.29
C -1.250 -0.842 2.347 -0.11
C -0.772 1.316 1.061 -0.13
H 0.231 0.722 2.855 0.10
H -1.423 1.144 3.096 0.11
H -2.326 -0.941 2.411 0.08
H -0.801 -1.358 1.489 0.06
H -1.486 0.940 0.331 0.08
H 0.246 1.357 0.682 0.03
H -0.743 -1.417 3.128 0.07
H -0.979 2.387 1.124 0.08


(3)
62
Properties=species:S:1:pos:R:3:lowdin_charge:R:1 method="wB97M-V/def2-TZVPD" charge=0 multiplicity=1 e_tot_ev=-42682.41818 relative_energy_kcal_mol=29.79 fmax_ev_per_a=0.71
C -5.911 -2.739 0.717 -0.09
C -6.619 -2.404 -0.589 -0.22
C -5.770 -1.505 -1.490 -0.15
N -5.478 -0.206 -0.908 -0.05
C -4.244 0.000 -0.405 -0.42
O -3.367 -0.838 -0.406 0.09
C -3.957 1.400 0.174 -0.06
H -4.603 1.638 1.019 0.14
H -4.056 2.155 -0.615 0.13
O -2.633 1.401 0.669 0.01
C -1.680 1.374 -0.278 -0.44
O -1.895 1.588 -1.444 0.14
C -0.329 1.108 0.284 -0.09
C -0.162 0.726 1.613 0.02
C 1.101 0.455 2.126 0.03
C 2.180 0.575 1.274 -0.06
C 2.016 0.956 -0.060 -0.05
C 0.768 1.224 -0.576 0.09
H 0.621 1.511 -1.606 0.14
C 3.355 0.986 -0.701 -0.34
O 3.644 1.256 -1.836 0.14
N 4.254 0.615 0.302 0.10
C 3.627 0.353 1.519 -0.34
O 4.176 0.027 2.539 0.14
C 5.654 0.514 0.103 -0.18
C 6.356 -0.557 0.633 0.00
C 7.723 -0.660 0.446 -0.01
C 8.405 0.307 -0.287 -0.27
C 7.686 1.380 -0.821 0.01
C 6.328 1.489 -0.626 0.00
H 5.787 2.322 -1.045 0.12
H 8.225 2.125 -1.384 0.12
O 9.742 0.326 -0.526 -0.05
C 10.550 -0.759 -0.116 -0.25
C 10.410 -1.974 -1.029 -0.06
H 9.393 -2.357 -1.014 0.07
H 11.088 -2.758 -0.702 0.08
H 10.657 -1.696 -2.051 0.08
H 11.571 -0.370 -0.172 0.12
H 10.341 -1.026 0.927 0.12
H 8.237 -1.503 0.879 0.11
H 5.839 -1.312 1.203 0.12
H 1.240 0.156 3.153 0.12
H -1.034 0.635 2.241 0.12
C -6.539 0.778 -0.881 -0.12
C -7.319 0.789 0.425 -0.28
C -8.748 0.337 0.466 -0.13
C -8.418 1.791 0.608 -0.11
H -8.539 2.259 1.573 0.10
H -8.645 2.444 -0.221 0.10
H -9.096 -0.200 1.335 0.10
H -9.209 0.015 -0.456 0.10
H -6.712 0.563 1.293 0.13
H -7.219 0.557 -1.707 0.14
H -6.115 1.771 -1.062 0.12
H -4.807 -1.985 -1.677 0.12
H -6.279 -1.347 -2.446 0.12
H -7.574 -1.921 -0.376 0.09
H -6.823 -3.324 -1.139 0.11
H -5.743 -1.840 1.305 0.06
H -6.509 -3.429 1.307 0.07
H -4.944 -3.195 0.518 0.08